(1)
Entry from the Open Molecules 2025 dataset: 8 unconnected molecules or ions with the total composition C49H51NO5 in a non-equilibrium geometry (ωB97M-V with the def2-TZVPD basis set).

Last column: Löwdin charge in e.
Positions of all 106 atoms, in Å:
C  1.72697  -6.41731  -3.01700  0.01
C  0.82680  -7.76188  -2.84507  -0.35
O  0.05977  -8.11536  -3.79019  0.06
N  1.01235  -8.49683  -1.57335  0.01
C  2.13343  -9.46979  -1.62238  -0.33
C  3.16302  -9.48954  -0.36289  0.00
O  2.38446  -10.26157  -2.57401  0.07
C  -0.25585  -9.09139  -1.05413  -0.18
C  -1.36127  -7.91420  -1.00319  -0.07
O  -1.81995  -8.05917  0.38561  -0.03
C  -0.56071  -8.22997  1.09183  -0.35
O  -0.16018  -7.61774  2.11773  0.12
O  0.07547  -9.29813  0.36982  0.01
H  1.17881  -5.54821  -2.51458  0.08
H  2.00218  -6.23532  -4.10934  0.10
H  2.68288  -6.60810  -2.41651  0.08
H  2.58828  -9.96305  0.50518  0.09
H  4.15313  -9.99882  -0.61646  0.09
H  3.30672  -8.37106  -0.08648  0.09
H  -0.61750  -10.10288  -1.44258  0.19
H  -2.14419  -7.85430  -1.83220  0.15
H  -0.96573  -6.82064  -0.98279  0.15
C  -0.91844  -2.98723  -2.02982  -0.10
C  -0.54371  -2.52639  -0.77128  -0.09
C  -0.11699  -1.21182  -0.60955  -0.09
C  -0.07427  -0.35450  -1.70552  -0.09
C  -0.45257  -0.81437  -2.96345  -0.09
C  -0.87056  -2.13173  -3.12689  -0.11
H  -1.24811  -4.01374  -2.15625  0.09
H  -0.58355  -3.19300  0.08459  0.10
H  0.18148  -0.85460  0.37062  0.08
H  0.25382  0.67197  -1.57863  0.10
H  -0.42071  -0.14524  -3.81753  0.10
H  -1.16027  -2.49169  -4.10869  0.10
C  -5.68418  -0.43570  -6.44507  -0.10
C  -6.34282  -1.07115  -5.39566  -0.10
C  -5.61916  -1.55187  -4.30853  -0.09
C  -4.23728  -1.38868  -4.26551  -0.09
C  -3.57935  -0.74995  -5.31307  -0.09
C  -4.30186  -0.27738  -6.40467  -0.09
H  -6.24819  -0.06381  -7.29455  0.09
H  -7.42119  -1.19236  -5.42591  0.10
H  -6.13178  -2.05293  -3.49410  0.10
H  -3.67360  -1.75929  -3.41549  0.09
H  -2.50208  -0.62126  -5.27879  0.08
H  -3.78815  0.21540  -7.22338  0.10
C  -8.98650  1.42917  -6.73803  -0.10
C  -9.44221  0.42254  -7.58415  -0.10
C  -10.73835  0.46999  -8.08862  -0.10
C  -11.57624  1.53015  -7.75451  -0.10
C  -11.11931  2.53876  -6.91141  -0.10
C  -9.82626  2.48651  -6.39958  -0.09
H  -7.97680  1.38983  -6.34224  0.09
H  -8.78641  -0.40077  -7.85023  0.09
H  -11.09548  -0.31841  -8.74288  0.10
H  -12.58524  1.56985  -8.15162  0.10
H  -11.77228  3.36616  -6.65233  0.10
H  -9.47226  3.27005  -5.73802  0.10
C  1.42445  -1.20890  5.79431  -0.09
C  0.82646  -1.96905  4.79368  -0.09
C  0.37475  -1.35583  3.62887  -0.10
C  0.53019  0.01775  3.46061  -0.10
C  1.13158  0.77709  4.45989  -0.09
C  1.57478  0.16501  5.62838  -0.11
H  1.77356  -1.68684  6.70382  0.10
H  0.71158  -3.04060  4.92206  0.10
H  -0.09747  -1.94796  2.85166  0.09
H  0.18247  0.49577  2.55022  0.09
H  1.25419  1.84779  4.32765  0.09
H  2.03850  0.75814  6.40931  0.10
C  1.77372  6.53315  3.29042  -0.09
C  0.72838  5.62395  3.15872  -0.09
C  0.95778  4.37718  2.58458  -0.11
C  2.23655  4.03567  2.15047  -0.10
C  3.28234  4.94383  2.28576  -0.09
C  3.05057  6.19405  2.85163  -0.09
H  1.59377  7.50661  3.73508  0.10
H  -0.26647  5.88767  3.50322  0.10
H  0.14105  3.67087  2.47594  0.10
H  2.41691  3.06162  1.70711  0.10
H  4.27912  4.67710  1.94894  0.10
H  3.86486  6.90378  2.95186  0.08
C  5.43671  11.34079  1.62091  -0.10
C  4.34265  11.79216  2.35297  -0.10
C  3.83574  11.02154  3.39494  -0.10
C  4.42946  9.80289  3.71144  -0.11
C  5.52621  9.35320  2.98146  -0.11
C  6.02725  10.11976  1.93363  -0.09
H  5.82955  11.94047  0.80636  0.10
H  3.88398  12.74544  2.11059  0.10
H  2.97864  11.37070  3.96120  0.10
H  4.03718  9.20403  4.52719  0.10
H  5.99034  8.40362  3.22928  0.10
H  6.87856  9.76652  1.36145  0.10
C  7.36842  0.99961  7.50209  -0.10
C  6.56462  2.13386  7.43819  -0.10
C  5.40470  2.12327  6.66915  -0.09
C  5.04332  0.97413  5.97128  -0.10
C  5.84521  -0.16129  6.03818  -0.09
C  7.00993  -0.14771  6.79987  -0.10
H  8.27452  1.00927  8.09910  0.10
H  6.84291  3.02747  7.98777  0.10
H  4.78157  3.00996  6.61413  0.10
H  4.13692  0.96410  5.37569  0.08
H  5.56228  -1.05764  5.49522  0.10
H  7.63772  -1.03124  6.84746  0.10

Cartesian forces (eV/Å) of the 2 atoms listed first:
0.117 -1.473 0.975
-0.857 0.203 -3.885

* LUMO level: 0.00 eV
* F_max: 6.6 eV/Å
* E_tot: -63364.4380 eV
* HOMO level: -9.32 eV
* SMILES: CC(=O)N(C(C)=O)[C@@H]1COC(=O)O1.c1ccccc1.c1ccccc1.c1ccccc1.c1ccccc1.c1ccccc1.c1ccccc1.c1ccccc1


(2)
Entry from the Open Molecules 2025 dataset: 2 unconnected molecules or ions with the total composition C20H19BrO6PS in a non-equilibrium geometry (ωB97M-V with the def2-TZVPD basis set).

Last column: Löwdin charge in e.
Positions of all 48 atoms, in Å:
C  1.08515  2.19080  -2.66587  0.01
C  0.65570  2.50816  -4.06705  -0.53
O  1.23010  2.06884  -5.02301  0.12
O  -0.42432  3.33791  -4.13532  0.05
C  -1.35280  3.05465  -5.16268  -0.47
O  -1.08766  3.39541  -6.28360  0.12
C  -2.65582  2.41234  -4.80376  -0.28
P  -2.70747  1.07812  -3.40255  0.23
S  -3.67375  2.53132  -1.91671  0.23
C  -1.82500  -0.17136  -4.58838  -0.34
C  -1.44122  -1.48937  -4.00916  -0.83
O  -1.56360  -2.53518  -4.58052  -0.01
Br  -0.63747  -1.55275  -2.21529  0.64
H  0.59161  1.27247  -2.39929  0.04
H  2.15145  2.07144  -2.65961  0.08
H  0.75524  2.98141  -2.01104  0.09
H  -2.96589  1.91414  -5.71116  0.07
H  -3.39281  3.17416  -4.61757  0.06
H  -1.42709  1.46362  -2.85755  -0.05
H  -2.84179  0.08081  -2.36669  -0.09
H  -4.02812  0.70148  -3.90561  -0.02
H  -2.87591  3.60532  -1.99064  -0.27
H  -0.94248  0.25213  -5.05367  0.08
H  -2.51424  -0.40412  -5.38726  0.07
C  1.44877  2.04417  5.25238  -0.06
C  1.71262  2.30715  3.91200  -0.06
C  1.73821  1.27349  2.99282  0.00
C  1.50917  -0.03011  3.41137  -0.08
C  1.26331  -0.29724  4.75990  -0.08
C  1.22541  0.74610  5.67580  -0.01
C  1.05512  -1.69307  5.23753  -0.28
O  0.83670  -1.92545  6.40914  0.10
C  1.12821  -2.79670  4.23945  -0.08
C  0.98660  -4.11021  4.66787  -0.01
C  1.03758  -5.14466  3.75056  -0.06
C  1.22249  -4.87232  2.39872  -0.06
C  1.36975  -3.56634  1.96639  0.01
C  1.33161  -2.52585  2.88477  -0.08
C  1.52249  -1.12829  2.40420  -0.28
O  1.68869  -0.89355  1.22899  0.11
H  1.42048  2.85560  5.96727  0.10
H  1.89516  3.32175  3.58489  0.11
H  1.93502  1.47275  1.94904  0.12
H  1.02321  0.53644  6.71641  0.12
H  0.83828  -4.31700  5.71810  0.12
H  0.93016  -6.16738  4.08649  0.10
H  1.25364  -5.68200  1.68232  0.11
H  1.51550  -3.34900  0.91760  0.12

Cartesian forces (eV/Å) of the 2 atoms listed first:
-0.332 0.773 -0.449
0.815 -0.204 0.018

* LUMO level: 0.58 eV
* F_max: 1.7 eV/Å
* total charge: -1
* E_tot: -123500.1806 eV
* HOMO level: -4.74 eV


(3)
Entry from the Open Molecules 2025 dataset: 5 unconnected molecules or ions with the total composition C37H48F9N8O4PS2 in a non-equilibrium geometry (ωB97M-V with the def2-TZVPD basis set).

Last column: Löwdin charge in e.
Positions of all 109 atoms, in Å:
N  -1.32345  4.97629  2.81389  0.08
C  -1.57424  3.69133  2.85040  -0.22
C  -1.97418  2.93997  1.53520  -0.19
C  -1.46314  1.41778  1.40083  -0.34
C  -1.90439  0.78176  2.77038  -0.09
C  -2.21140  -0.73954  2.99446  -0.56
N  -1.04929  -1.58704  3.47776  0.06
N  -3.10455  -0.74844  4.23089  0.04
N  -3.01144  -1.48745  2.03565  0.08
C  0.11465  1.26439  1.00102  -0.36
C  1.08305  1.41829  2.26421  -0.11
C  1.52074  0.17289  3.08495  -0.24
O  1.00349  0.31300  4.44249  -0.05
C  3.11773  0.07448  3.34012  -0.43
F  3.50411  -1.14588  3.86552  0.11
F  3.89010  0.40479  2.24640  0.06
F  3.38708  1.03908  4.33404  0.07
P  0.63987  2.85418  0.02804  0.80
N  2.16847  2.94063  -0.38578  -0.29
C  0.31626  -0.05857  0.14877  -0.53
F  -0.18830  -1.24595  0.81313  -0.06
S  2.10601  -0.54370  -0.12646  0.91
C  -0.43974  -0.18439  -1.25346  -0.42
F  -0.19975  0.81832  -2.18630  0.05
C  -0.13447  -1.57284  -2.02396  -0.04
C  0.65465  -1.44269  -3.39526  -0.58
N  0.89903  -2.88378  -3.81963  0.06
N  -0.18861  -0.91101  -4.53088  0.07
N  2.00325  -0.86164  -3.33776  0.06
O  -1.85603  -0.37113  -0.91753  -0.18
S  -2.49504  0.90808  -0.09211  0.81
O  -2.57768  2.03499  -1.10106  -0.32
O  -3.94109  0.68730  0.28751  -0.29
H  -1.10384  5.27307  3.78207  0.05
H  -1.49709  3.21733  3.88413  0.13
H  -3.11533  2.82713  1.60325  0.14
H  -1.84487  3.61447  0.65498  0.09
H  -2.87787  1.30291  3.07770  0.14
H  -1.20230  1.09958  3.61521  0.12
H  -1.04200  -1.63273  4.49392  0.07
H  -1.14605  -2.50892  3.04799  0.08
H  -3.28310  -1.72007  4.49047  0.08
H  -2.66304  -0.21681  4.97862  0.05
H  -2.58994  -1.62691  1.12072  0.06
H  -3.98847  -1.20139  1.99877  0.09
H  0.55618  2.11502  3.00228  0.13
H  2.03462  2.00566  2.02505  0.11
H  1.21892  -0.85246  2.74536  0.12
H  1.13704  -0.56886  4.83492  0.10
H  0.40334  4.00999  0.87249  0.04
H  -0.25226  3.00822  -1.07347  0.02
H  2.62799  2.08702  -0.05788  -0.09
H  2.37443  -1.62621  0.71116  -0.05
H  0.35500  -2.33940  -1.34961  0.12
H  -1.12140  -2.07337  -2.31879  0.15
H  0.30769  -3.48794  -3.23466  0.06
H  1.86852  -3.11014  -3.56835  0.05
H  0.32902  -0.13890  -4.97596  0.08
H  -1.04753  -0.53301  -4.11745  0.07
H  2.36523  -0.75803  -4.29013  0.09
H  2.05179  0.04533  -2.87214  0.05
F  -1.02059  -0.38745  -7.04305  0.05
C  -1.88049  -1.33459  -7.45647  -0.28
C  -2.33969  -1.30711  -8.76333  -0.02
C  -3.22513  -2.28769  -9.19639  -0.09
C  -3.64931  -3.27792  -8.31568  -0.10
C  -3.18479  -3.29226  -7.00435  -0.08
C  -2.29080  -2.31880  -6.57229  -0.02
H  -2.00476  -0.52360  -9.43249  0.11
H  -3.58463  -2.27970  -10.21892  0.10
H  -4.34338  -4.03986  -8.65346  0.10
H  -3.51894  -4.06209  -6.31812  0.10
H  -1.91152  -2.31942  -5.55943  0.09
F  3.10112  -4.52112  -4.75329  0.04
C  3.40668  -4.08979  -5.98933  -0.29
C  2.39922  -3.96048  -6.93055  -0.02
C  2.71393  -3.50939  -8.20704  -0.08
C  4.03313  -3.20321  -8.53017  -0.10
C  5.03650  -3.34197  -7.57688  -0.09
C  4.72157  -3.78261  -6.29644  -0.02
H  1.38006  -4.21079  -6.66238  0.11
H  1.93242  -3.39688  -8.94957  0.10
H  4.27798  -2.85543  -9.52780  0.10
H  6.06382  -3.10707  -7.83072  0.10
H  5.48842  -3.88831  -5.53849  0.11
F  7.65139  5.29808  0.85492  0.06
C  6.74553  4.94558  1.78177  -0.29
C  6.18703  3.67901  1.73886  -0.01
C  5.25323  3.31281  2.70131  -0.08
C  4.88126  4.22083  3.68847  -0.09
C  5.44584  5.49183  3.71786  -0.09
C  6.38782  5.85550  2.76252  -0.02
H  6.48293  2.98895  0.95791  0.12
H  4.81530  2.32249  2.68243  0.07
H  4.14927  3.93520  4.43635  0.10
H  5.15232  6.19950  4.48482  0.10
H  6.84441  6.83774  2.77501  0.12
F  -3.76974  0.49764  6.39165  0.03
C  -4.67764  0.12883  7.31444  -0.28
C  -5.22686  -1.14099  7.25699  -0.02
C  -6.16068  -1.52319  8.21305  -0.08
C  -6.54178  -0.62798  9.20815  -0.10
C  -5.98628  0.64642  9.25183  -0.08
C  -5.04431  1.02621  8.30289  -0.02
H  -4.92420  -1.82102  6.47010  0.11
H  -6.59158  -2.51713  8.18239  0.11
H  -7.27360  -0.92577  9.95082  0.10
H  -6.28689  1.34414  10.02484  0.11
H  -4.59474  2.01152  8.32658  0.12

Cartesian forces (eV/Å) of the 2 atoms listed first:
-0.358 -2.628 0.259
0.818 1.978 0.343

* LUMO level: 0.02 eV
* F_max: 8.0 eV/Å
* E_tot: -114668.6266 eV
* HOMO level: -8.82 eV
* SMILES: [H]/N=C/C[C@]1(CC(N)(N)N)[C@](C[C@H](O)C(F)(F)F)([PH2]=N)[C@](F)(S)[C@@](F)(CC(N)(N)N)OS1(=O)=O.Fc1ccccc1.Fc1ccccc1.Fc1ccccc1.Fc1ccccc1